# 1
DFT (the ωB97M-V functional and the def2-TZVPD basis) results for a structure of composition C41H38MnN8O2P2S2.

```
94
Properties=species:S:1:pos:R:3:lowdin_spin:R:1
Mn -1.30 0.82 0.35 4.736
C -2.71 -1.11 3.10 0.002
C -1.82 0.03 3.46 0.007
N -1.28 0.86 2.60 0.032
C -0.51 1.82 3.22 0.004
C -0.46 1.71 4.57 0.001
S -1.40 0.38 5.08 0.004
C 0.14 2.81 2.36 0.002
C 0.99 3.81 2.72 0.000
S 1.45 4.70 1.34 0.003
C 0.50 3.70 0.35 0.005
N -0.14 2.76 1.02 0.026
C 0.38 3.91 -1.12 0.001
H -2.65 -1.29 2.03 0.001
H -3.74 -0.89 3.39 0.000
H -2.40 -2.02 3.62 0.000
H 0.06 2.34 5.27 0.000
H 1.36 4.06 3.70 0.000
H 0.79 4.87 -1.42 0.000
H -0.67 3.87 -1.41 0.001
H 0.91 3.11 -1.64 0.000
N -2.61 4.24 0.82 0.000
C -3.62 3.43 0.48 0.003
N -4.81 4.01 0.40 0.001
C -5.82 3.20 0.08 0.001
N -7.04 3.72 -0.04 0.001
N -5.69 1.87 -0.13 0.002
C -4.46 1.42 -0.04 0.003
N -3.35 2.11 0.25 0.029
C -4.33 -0.05 -0.28 0.005
C -5.47 -0.82 -0.37 0.000
C -5.35 -2.18 -0.61 0.002
C -4.08 -2.70 -0.78 0.000
C -2.99 -1.86 -0.67 0.004
N -3.09 -0.54 -0.41 0.026
H -2.85 5.20 1.04 0.000
H -1.70 3.88 1.02 0.000
H -7.18 4.71 0.11 0.000
H -7.81 3.13 -0.28 0.000
H -6.43 -0.35 -0.25 0.000
H -6.23 -2.81 -0.68 0.000
H -3.92 -3.75 -0.99 0.000
H -2.00 -2.25 -0.78 0.000
O 0.77 0.84 -0.67 0.034
P 2.19 0.38 -0.44 0.005
C 2.17 -1.16 0.53 0.001
P 0.62 -2.02 0.15 0.007
O -0.51 -1.18 0.69 0.039
C 0.66 -2.27 -1.63 0.000
C 1.61 -3.15 -2.14 0.000
C 1.72 -3.34 -3.51 0.000
C 0.85 -2.68 -4.37 0.000
C -0.09 -1.80 -3.87 0.000
C -0.18 -1.58 -2.50 0.001
C 0.67 -3.64 0.90 0.001
C -0.02 -4.70 0.30 0.001
C -0.06 -5.93 0.92 0.000
C 0.59 -6.12 2.14 0.001
C 1.27 -5.08 2.73 0.000
C 1.31 -3.84 2.12 0.001
C 3.26 1.54 0.42 0.000
C 3.98 2.46 -0.34 0.000
C 4.84 3.35 0.27 0.000
C 4.98 3.34 1.65 0.000
C 4.26 2.44 2.42 0.000
C 3.40 1.54 1.81 0.000
C 2.99 0.03 -2.00 0.001
C 4.29 -0.47 -2.04 0.000
C 4.88 -0.74 -3.26 0.000
C 4.18 -0.49 -4.44 0.000
C 2.90 0.01 -4.40 0.000
C 2.29 0.27 -3.17 0.000
H 2.15 -0.94 1.59 0.000
H 3.05 -1.78 0.30 0.000
H 2.27 -3.69 -1.48 0.000
H 2.46 -4.03 -3.90 0.000
H 0.92 -2.84 -5.43 0.000
H -0.76 -1.27 -4.54 0.000
H -0.91 -0.86 -2.12 0.002
H -0.50 -4.56 -0.66 0.000
H -0.59 -6.75 0.46 0.000
H 0.56 -7.09 2.61 0.000
H 1.78 -5.23 3.68 0.000
H 1.84 -3.03 2.60 0.000
H 3.90 2.45 -1.42 0.000
H 5.40 4.05 -0.32 0.000
H 5.67 4.03 2.13 0.000
H 4.38 2.43 3.50 0.000
H 2.84 0.85 2.43 0.000
H 4.85 -0.64 -1.13 0.000
H 5.89 -1.13 -3.30 0.000
H 4.65 -0.70 -5.39 0.000
H 2.36 0.21 -5.31 0.000
H 1.29 0.66 -3.13 0.000
```

The calculation puts the HOMO-LUMO gap (alpha / beta) at 8.72 / 8.61 eV. Its multiplicity is 6. The net charge is +2. As for the HOMO energy (alpha / beta): -0.4910 / -0.4909 Ha.


# 2
DFT (the ωB97M-V functional and the def2-TZVPD basis) results for a cluster of 5 separate species, C41H39BBrN3O21 in total.

```
106
Properties=species:S:1:pos:R:3:mulliken_charge:R:1
C -3.23 -2.68 -1.01 -0.968
C -1.77 -2.98 -1.31 -0.420
C -0.93 -1.77 -1.75 -0.498
N -1.48 -0.47 -1.33 -0.450
N -0.87 0.00 -0.14 0.367
C -0.92 -0.78 1.05 -0.369
O -1.94 -1.07 1.60 -0.512
C 0.50 -0.99 1.49 1.151
C 1.07 -1.88 2.39 -1.169
B 0.32 -2.99 3.25 0.499
N -1.12 -3.18 3.36 -0.535
O 1.14 -3.84 3.99 -0.669
C 2.46 -1.78 2.51 -0.404
C 3.26 -0.88 1.80 0.691
C 4.75 -0.91 2.02 -1.436
C 5.38 -2.25 1.60 -0.760
C 5.49 -2.32 0.09 0.769
O 5.89 -1.41 -0.58 -0.546
O 5.17 -3.50 -0.49 -0.511
C 2.66 0.02 0.90 0.103
C 3.45 1.03 0.12 -1.686
C 3.84 2.24 0.99 -0.461
C 2.62 2.99 1.51 -0.624
Br 3.18 4.49 2.61 -0.201
C 1.28 -0.09 0.77 0.645
C 0.39 0.66 -0.16 -0.005
O 0.60 1.68 -0.76 -0.621
H -3.36 -2.18 -0.05 0.261
H -3.67 -2.04 -1.77 0.149
H -3.80 -3.61 -0.99 0.395
H -1.31 -3.47 -0.44 0.103
H -1.75 -3.72 -2.11 0.461
H -0.91 -1.76 -2.84 0.625
H 0.11 -1.89 -1.43 0.099
H -1.26 0.21 -2.05 0.312
H -1.49 -3.34 2.43 0.277
H -1.54 -2.30 3.67 0.246
H 1.71 -4.41 3.48 0.306
H 2.96 -2.45 3.19 0.943
H 4.97 -0.74 3.08 0.518
H 5.25 -0.14 1.44 0.266
H 4.79 -3.10 1.97 0.339
H 6.38 -2.34 2.02 0.394
H 4.58 -4.00 0.09 0.329
H 4.38 0.57 -0.22 0.294
H 2.87 1.38 -0.72 0.712
H 4.39 1.88 1.86 0.391
H 4.47 2.92 0.43 0.480
H 2.01 3.39 0.71 0.392
H 1.99 2.38 2.15 0.313
O -3.14 -1.77 8.89 -0.642
C -2.38 -2.69 8.64 0.884
C -1.99 -3.72 9.58 -1.057
C -1.14 -4.68 9.18 0.299
O -0.72 -5.66 9.96 -0.571
C -0.57 -4.72 7.78 1.101
O 0.21 -5.63 7.54 -0.655
C -0.98 -3.70 6.84 -0.798
C -1.83 -2.75 7.23 0.170
O -2.26 -1.77 6.44 -0.521
H -2.40 -3.68 10.58 0.424
H -0.11 -6.19 9.41 0.380
H -0.58 -3.75 5.83 0.613
H -2.86 -1.23 6.99 0.371
O -5.43 -3.72 -3.25 -0.608
C -6.29 -3.20 -3.93 1.167
C -6.08 -2.05 -4.78 -1.073
C -7.12 -1.56 -5.47 0.180
O -7.04 -0.51 -6.28 -0.499
C -8.51 -2.15 -5.39 1.022
O -9.37 -1.61 -6.05 -0.640
C -8.71 -3.31 -4.55 -1.032
C -7.68 -3.81 -3.86 0.301
O -7.75 -4.86 -3.06 -0.580
H -5.09 -1.62 -4.84 0.597
H -7.93 -0.38 -6.65 0.367
H -9.70 -3.74 -4.50 0.435
H -6.86 -4.99 -2.69 0.371
O -3.52 0.57 -6.39 -0.625
C -3.78 1.60 -6.98 1.088
C -4.75 1.72 -8.05 -1.087
C -4.93 2.91 -8.63 0.401
O -5.80 3.12 -9.61 -0.578
C -4.16 4.14 -8.22 1.060
O -4.40 5.17 -8.83 -0.625
C -3.20 4.03 -7.14 -0.998
C -3.02 2.84 -6.56 0.351
O -2.17 2.63 -5.56 -0.561
H -5.30 0.83 -8.34 0.435
H -5.72 4.07 -9.84 0.376
H -2.66 4.92 -6.85 0.431
H -2.25 1.68 -5.35 0.340
O 6.32 4.90 1.34 -0.496
C 6.88 5.98 1.36 1.092
C 6.36 7.17 2.01 -1.085
C 7.06 8.30 1.96 0.486
O 6.68 9.44 2.51 -0.576
C 8.39 8.39 1.24 0.988
O 8.94 9.48 1.24 -0.630
C 8.93 7.20 0.61 -1.011
C 8.22 6.07 0.67 0.326
O 8.62 4.92 0.13 -0.586
H 5.40 7.09 2.51 0.349
H 7.38 10.09 2.31 0.369
H 9.89 7.27 0.12 0.426
H 7.91 4.28 0.32 0.348
```

The calculation puts the HOMO-LUMO gap at 7.74 eV. Its SMILES is CCCNN1C(=O)c2c(B(N)O)cc(CCC(=O)O)c(CCCBr)c2C1=O.O=C1C=C(O)C(=O)C=C1O.O=C1C=C(O)C(=O)C=C1O.O=C1C=C(O)C(=O)C=C1O.O=C1C=C(O)C(=O)C=C1O. The net charge is 0. As for the HOMO energy: -0.3411 Ha.


# 3
DFT (the ωB97M-V functional and the def2-TZVPD basis) results for a structure of composition C41H39Br2F5N3O8TaTe at a distorted geometry.

```
100
Properties=species:S:1:pos:R:3:mulliken_charge:R:1
Ta 0.35 0.42 0.25 0.922
O -1.80 -1.15 -5.21 -0.683
C -0.55 -1.52 -4.83 0.132
C 0.19 -2.30 -5.71 -0.667
C 1.47 -2.71 -5.36 -0.432
C 2.02 -2.34 -4.15 -1.122
C 1.28 -1.56 -3.27 0.024
C -0.01 -1.16 -3.59 0.092
C -0.89 -0.40 -2.63 0.062
O -0.21 -0.12 -1.43 0.439
N -1.36 0.82 -3.25 -0.301
N -2.25 1.50 -2.43 -0.378
C -2.12 2.76 -2.40 -0.267
C -2.93 3.63 -1.55 -0.201
Br -3.85 2.79 -0.12 -0.130
C -2.97 4.96 -1.65 -0.652
C -2.34 5.75 -2.72 0.459
C -1.70 6.94 -2.38 -0.486
C -1.07 7.70 -3.35 -0.551
C -1.09 7.29 -4.68 -0.437
C -1.75 6.13 -5.03 -0.656
C -2.37 5.36 -4.06 -0.275
H -2.05 -0.35 -4.71 0.444
H -0.25 -2.57 -6.66 0.464
H 2.04 -3.32 -6.05 0.383
H 3.02 -2.65 -3.88 0.461
H 1.69 -1.29 -2.31 0.489
H -1.77 -0.99 -2.38 0.451
H -0.56 1.40 -3.53 0.215
H -1.33 3.26 -2.96 0.667
H -3.49 5.52 -0.88 0.437
H -1.67 7.26 -1.35 0.410
H -0.56 8.61 -3.08 0.394
H -0.60 7.89 -5.44 0.400
H -1.79 5.81 -6.07 0.396
H -2.92 4.47 -4.34 0.569
C -1.29 3.71 4.24 -1.806
C -1.08 2.24 3.86 1.625
C -0.87 1.38 5.10 -1.527
O -2.22 1.72 3.20 -0.513
C 0.18 2.16 2.99 -0.206
O 1.23 2.62 3.36 -0.563
O 0.01 1.59 1.80 0.898
H -2.15 3.79 4.90 0.412
H -1.48 4.31 3.35 0.409
H -0.41 4.10 4.73 0.348
H -1.79 1.38 5.69 0.428
H -0.05 1.78 5.69 0.347
H -0.64 0.36 4.83 0.184
H -2.43 2.29 2.45 0.104
C -1.91 -5.56 2.09 -1.889
C -0.74 -4.89 1.44 1.494
C -0.77 -4.62 0.07 -1.028
C 0.33 -4.07 -0.57 -0.631
C 1.48 -3.80 0.15 -0.680
C 1.51 -4.02 1.52 -0.280
N 2.68 -3.75 2.29 0.143
C 3.78 -3.04 1.83 -0.095
C 5.06 -3.56 1.97 -0.789
C 6.17 -2.86 1.54 -0.691
C 6.03 -1.63 0.92 -0.870
C 4.77 -1.10 0.76 -0.673
C 3.65 -1.78 1.24 0.379
C 2.36 -1.07 1.14 0.918
O 1.67 -0.67 2.08 -0.496
O 1.93 -0.76 -0.07 -0.388
C 0.40 -4.55 2.18 1.399
C 0.46 -4.78 3.67 -2.158
H -2.72 -5.71 1.37 0.378
H -2.31 -4.97 2.91 0.326
H -1.63 -6.54 2.49 0.379
H -1.66 -4.86 -0.50 0.324
H 0.31 -3.89 -1.64 0.523
H 2.36 -3.43 -0.37 0.612
H 2.92 -4.50 2.92 0.406
H 5.18 -4.55 2.42 0.426
H 7.16 -3.29 1.68 0.396
H 6.90 -1.08 0.57 0.449
H 4.63 -0.13 0.29 0.440
H 1.05 -4.00 4.15 0.409
H 0.91 -5.75 3.91 0.356
H -0.54 -4.78 4.11 0.499
Br -4.84 -2.92 3.16 -0.150
C -3.37 -2.08 2.33 -0.376
C -2.19 -1.91 3.04 -0.880
C -1.12 -1.27 2.44 -0.463
C -1.20 -0.79 1.12 1.555
C -2.40 -1.00 0.44 -0.463
C -3.48 -1.63 1.03 -1.088
H -2.11 -2.25 4.06 0.545
H -0.22 -1.12 3.02 0.793
H -2.53 -0.62 -0.57 0.466
H -4.41 -1.76 0.48 0.491
F 2.00 4.35 -1.73 -0.466
Te 2.00 3.35 -0.16 1.955
F 2.34 2.01 -1.42 -0.436
F 3.76 3.80 0.13 -0.370
F 0.07 2.29 -0.58 -0.673
F 2.46 1.81 0.89 -0.576
O 1.02 4.44 0.79 -0.667
```

The calculation puts the HOMO-LUMO gap at 6.55 eV. The net charge is 0. As for the HOMO energy: -0.2989 Ha. The value obtained for the energy relative to the best compared isomer or geometry (same formula, charge and spin) is 94.8 kcal/mol.


# 4
DFT (the ωB97M-V functional and the def2-TZVPD basis) results for a structure of composition C41H39ClF3N2O2S4Sb2W.

```
95
Properties=species:S:1:pos:R:3:lowdin_spin:R:1
W -0.24 0.12 -0.85 1.073
S -2.30 3.86 -1.54 0.007
Sb -2.54 1.81 -0.63 0.131
S -1.01 0.45 -2.89 0.371
S -0.93 1.44 1.13 0.140
S -4.52 0.92 -0.08 0.064
O 4.25 5.81 0.02 0.000
C 3.01 5.90 -0.67 0.001
C 2.43 4.52 -0.85 0.007
C 1.56 4.26 -1.89 0.001
C 0.97 3.01 -1.98 0.008
N 1.22 2.04 -1.11 0.008
C 2.09 2.28 -0.11 0.005
C 2.71 3.51 0.05 0.003
C 2.33 1.14 0.79 0.005
C 3.32 1.14 1.76 0.001
C 3.53 0.00 2.53 0.003
C 4.57 -0.01 3.62 0.000
O 5.73 0.74 3.29 0.000
C 2.76 -1.12 2.26 0.001
C 1.79 -1.04 1.28 0.005
N 1.56 0.06 0.57 0.005
H 4.57 6.70 0.18 0.000
H 3.13 6.38 -1.64 0.000
H 2.29 6.49 -0.08 0.000
H 1.30 5.02 -2.62 0.000
H 0.26 2.78 -2.76 0.001
H 3.40 3.69 0.86 0.000
H 3.94 2.01 1.92 0.000
H 4.82 -1.04 3.88 0.000
H 4.15 0.46 4.51 0.000
H 6.07 0.42 2.45 0.000
H 2.89 -2.04 2.81 0.000
H 1.17 -1.90 1.05 0.001
F 1.43 2.45 7.58 0.000
C 0.85 1.64 6.66 0.000
C 1.20 1.78 5.33 0.000
C 0.60 0.93 4.41 0.004
C -0.33 -0.03 4.80 0.001
C -0.66 -0.13 6.14 0.000
C -0.08 0.70 7.09 0.000
Sb -1.13 -1.29 3.26 0.006
C -3.18 -0.74 3.52 0.002
C -4.21 -1.54 3.03 0.000
C -5.53 -1.12 3.08 0.000
C -5.80 0.12 3.61 0.001
F -7.09 0.54 3.66 0.000
C -4.81 0.96 4.08 0.000
C -3.50 0.52 4.03 0.000
C -1.09 -3.10 4.46 0.002
C -0.07 -3.31 5.39 0.000
C 0.07 -4.53 6.04 0.000
C -0.81 -5.55 5.74 0.000
F -0.68 -6.74 6.36 0.000
C -1.82 -5.39 4.81 0.000
C -1.95 -4.16 4.18 0.000
H 1.91 2.54 5.04 0.000
H 0.84 1.05 3.36 0.004
H -1.39 -0.86 6.47 0.000
H -0.33 0.64 8.14 0.000
H -3.99 -2.49 2.56 0.000
H -6.33 -1.73 2.69 0.000
H -5.07 1.94 4.45 0.000
H -2.72 1.18 4.37 0.000
H 0.62 -2.51 5.63 0.000
H 0.86 -4.70 6.77 0.000
H -2.49 -6.21 4.60 0.000
H -2.73 -4.05 3.44 0.000
C -2.33 -3.91 -0.62 0.000
C -2.12 -2.55 -1.28 -0.001
C -3.46 -2.02 -1.78 0.000
C -1.44 -1.58 -0.29 0.016
H -2.80 -4.62 -1.30 0.000
H -2.98 -3.81 0.26 0.000
H -1.38 -4.34 -0.28 0.000
H -1.48 -2.69 -2.15 0.000
H -4.15 -1.87 -0.94 0.000
H -3.91 -2.73 -2.48 0.000
H -3.36 -1.06 -2.28 -0.001
H -0.72 -2.18 0.28 0.008
H -2.21 -1.26 0.43 0.009
Cl 3.95 -0.17 -1.71 0.000
C 3.06 -0.52 -3.18 -0.001
C 3.67 -0.20 -4.38 0.004
C 3.03 -0.48 -5.57 -0.001
C 1.79 -1.10 -5.54 0.005
C 1.19 -1.41 -4.33 0.013
C 1.80 -1.12 -3.10 0.023
C 1.10 -1.44 -1.82 0.046
H 4.65 0.27 -4.37 0.000
H 3.50 -0.23 -6.52 0.000
H 1.27 -1.33 -6.46 0.000
H 0.22 -1.88 -4.31 0.007
H 1.85 -1.76 -1.09 0.000
H 0.44 -2.28 -2.00 0.008
```

The calculation puts the HOMO-LUMO gap (alpha / beta) at 5.15 / 6.29 eV. Its multiplicity is 3. The net charge is -1. As for the HOMO energy (alpha / beta): -0.1355 / -0.1835 Ha. The value obtained for the energy relative to the best compared isomer or geometry (same formula, charge and spin) is 25.7 kcal/mol.


# 5
DFT (the ωB97M-V functional and the def2-TZVPD basis) results for a structure of composition C41H39ClN10O2PbSi.

```
95
Properties=species:S:1:pos:R:3:mulliken_charge:R:1
Pb -0.57 0.27 0.43 2.866
Cl 5.70 -3.80 0.39 -0.180
C 4.08 -3.18 0.38 -0.029
C 3.49 -3.09 1.72 -0.554
C 2.22 -2.94 2.12 -1.396
C 1.02 -2.71 1.29 -0.040
O 0.06 -2.13 1.79 -0.774
C 1.09 -3.18 -0.14 1.807
C 0.05 -2.84 -1.27 -1.621
N -0.91 -1.83 -0.94 0.454
C -2.16 -2.00 -1.39 0.047
C -2.48 -2.68 -2.58 -0.645
C -3.81 -2.84 -2.98 -1.180
C -4.84 -2.43 -2.16 -0.751
C -4.57 -1.82 -0.91 0.576
C -5.58 -1.54 0.03 -0.802
C -5.24 -1.05 1.26 -1.027
C -3.89 -0.78 1.52 -0.667
N -2.92 -0.98 0.65 0.133
C -3.24 -1.54 -0.54 0.760
C 3.54 -2.86 -0.79 -1.290
H 4.22 -3.19 2.51 0.496
H 2.03 -2.89 3.19 0.545
H -0.44 -3.75 -1.62 1.555
H -1.69 -3.04 -3.22 0.558
H -4.03 -3.33 -3.92 0.445
H -5.87 -2.61 -2.45 0.450
H -6.62 -1.74 -0.23 0.479
H -5.99 -0.87 2.02 0.502
H -3.59 -0.36 2.48 0.545
H 4.10 -3.03 -1.70 0.535
C 3.07 3.55 2.65 -1.316
Si 1.86 3.26 1.24 0.166
C 0.12 3.65 1.80 -0.619
C 2.19 4.39 -0.22 -1.075
N 1.94 1.58 0.68 0.401
C 2.97 1.17 -0.04 0.124
C 4.15 1.96 -0.27 -0.774
C 5.03 1.69 -1.28 -1.031
C 4.78 0.61 -2.14 -1.030
C 3.73 -0.26 -1.88 -0.566
C 2.92 -0.08 -0.77 0.247
O 1.99 -0.98 -0.38 1.186
C 2.14 -2.33 -0.89 1.152
C 1.37 -4.67 -0.20 -1.184
C 1.67 -5.35 -1.30 -0.864
C 1.82 -4.84 -2.67 -0.745
C 1.67 -3.58 -3.08 -1.385
C 1.28 -2.45 -2.17 0.373
H 2.58 4.03 3.49 0.431
H 3.90 4.19 2.34 0.397
H 3.49 2.61 3.01 0.354
H -0.11 4.68 1.52 0.527
H -0.01 3.56 2.88 0.323
H -0.64 3.02 1.32 -0.299
H 2.25 5.42 0.12 0.470
H 1.37 4.32 -0.94 0.177
H 3.11 4.15 -0.75 0.433
H 4.31 2.82 0.37 0.688
H 5.89 2.32 -1.44 0.465
H 5.41 0.44 -3.00 0.484
H 3.57 -1.10 -2.54 0.374
H 1.30 -5.21 0.74 0.564
H 1.82 -6.42 -1.19 0.528
H 2.10 -5.58 -3.41 0.516
H 1.81 -3.35 -4.13 0.552
H 1.16 -1.50 -2.70 0.549
N -3.30 3.25 -2.02 -0.085
C -4.30 3.02 -1.11 -1.143
C -3.81 2.09 -0.25 -0.595
N -2.53 1.74 -0.62 0.808
C -2.25 2.45 -1.69 -0.131
C -0.99 2.34 -2.39 -0.195
N -0.04 1.51 -2.01 0.799
C 0.98 1.67 -2.91 -0.374
C 0.64 2.61 -3.84 -1.204
N -0.62 3.03 -3.49 -0.100
H -3.35 3.90 -2.78 0.187
H -5.24 3.54 -1.15 0.434
H -4.30 1.64 0.59 0.416
H 1.91 1.13 -2.83 0.259
H 1.17 3.01 -4.69 0.454
H -1.15 3.73 -3.99 0.170
N -3.77 2.15 5.37 -0.426
C -2.65 1.55 4.89 0.535
C -2.31 1.57 3.53 -0.843
N -1.23 0.96 3.08 0.768
C -0.46 0.31 3.96 -0.409
C -0.81 0.30 5.30 -0.640
N -1.89 0.90 5.77 -0.599
H -4.30 2.79 4.80 0.209
H -3.90 2.18 6.36 0.265
H -2.91 2.13 2.81 0.244
H 0.41 -0.20 3.59 0.412
H -0.19 -0.22 6.03 0.393
```

The calculation puts the HOMO-LUMO gap (alpha / beta) at 5.77 / 6.78 eV. The net charge is +2. As for the HOMO energy (alpha / beta): -0.4601 / -0.4745 Ha. The value obtained for the energy relative to the best compared isomer or geometry (same formula, charge and spin) is 0.0 kcal/mol.


The evaluated E for the records listed, in turn: -130714.668 -161336.377 -226520.651 -129144.663 -87780.565 eV.